1.
16
Properties=species:S:1:pos:R:3:nbo_charge:R:1 method="wB97M-V/def2-TZVPD" max_force_ev_per_a=0.46 total_charge=0
O 1.11957 0.44614 -0.99348 -0.544
O -2.51272 -0.83192 3.00566 -0.542
N 0.10529 -0.53516 1.28105 -0.610
C -0.18049 -0.06247 -1.10960 -0.141
C -0.64078 -0.48991 0.25961 0.117
C 1.85440 0.39626 -2.18993 -0.244
C -1.71857 0.07559 3.01966 0.297
H -0.85562 0.11554 3.70706 0.118
H 1.04920 -0.23940 1.01670 0.355
H 1.35853 0.95776 -2.99442 0.169
H -1.81960 0.95018 2.34630 0.099
H -1.69599 -0.76469 0.36926 0.182
H 2.82676 0.84880 -1.98492 0.199
H 2.00045 -0.64342 -2.51874 0.169
H -0.21500 -0.93328 -1.78546 0.189
H -0.87171 0.69303 -1.51931 0.187

---

2.
9
Properties=species:S:1:pos:R:3:nbo_charge:R:1 method="wB97M-V/def2-TZVPD" max_force_ev_per_a=2.45 total_charge=-1
S -0.12078 -0.80622 -0.67123 0.281
O 1.53802 1.68264 -1.11487 -0.708
O 0.12395 2.84314 -2.51402 -0.741
N -0.76035 1.79048 -0.73519 -0.481
C 0.49647 2.11758 -1.58366 0.867
C -0.95770 0.72991 -0.17768 -0.008
C 1.06069 -0.54813 0.40509 -0.481
H 1.85892 -1.19410 0.16402 0.119
H -1.33402 0.51953 0.82004 0.153

---

3.
15
Properties=species:S:1:pos:R:3:nbo_charge:R:1 method="wB97M-V/def2-TZVPD" max_force_ev_per_a=0.65 total_charge=+1
O 1.08035 -1.25299 0.20990 -0.739
N 0.51512 -0.83355 -2.39329 -0.897
C -0.59640 0.21853 1.10349 -0.213
C 0.66487 -0.03020 0.77094 0.058
C -1.04783 1.49418 1.72772 -0.649
H -1.31847 -0.58073 0.94769 0.203
H -1.62746 2.12722 1.05189 0.233
H 0.44039 0.18316 -2.51573 0.445
H -0.34447 -1.23630 -2.77685 0.446
H 1.31319 -1.13614 -2.96298 0.447
H -0.20318 2.09506 2.05964 0.228
H 1.46812 0.68723 0.86033 0.203
H 0.70599 -1.04743 -1.34447 0.478
H -1.70110 1.30701 2.57893 0.242
H 0.65087 -1.99505 0.68278 0.516

---

Per-record ΔE to the lowest compared entry with this formula, charge and spin, kcal per mole: 71.7, 87.9, 15.3